The following is a quantum chemistry calculation of a 8-piece molecular cluster, C30H48O24 overall at a distorted geometry, from OMol25.

Positions of all 102 atoms, in Å:
O 2.05 -0.99 6.14
O -4.28 4.28 -5.28
O 6.40 -0.27 -4.22
O 1.97 2.83 0.82
O 7.38 -1.27 -2.45
O -7.03 3.05 -0.18
O -4.15 -4.04 1.71
O -0.10 -0.61 6.76
O -4.88 3.05 -0.80
O 0.66 0.13 4.80
O 0.24 -3.55 1.96
O -5.37 3.04 1.36
O -0.03 3.77 1.23
O 0.49 -5.24 0.56
O -1.20 0.10 -0.26
O -2.65 3.28 -4.18
O 1.12 -3.25 -0.14
O -4.23 2.05 -5.23
O -4.07 -2.01 0.86
O -6.07 -3.02 1.15
O -1.86 1.21 -2.11
O 0.28 0.69 -1.74
O 1.57 3.76 2.80
O 5.23 -1.02 -2.45
C -4.88 -3.04 1.23
C -3.65 3.21 -0.17
C 1.09 3.50 1.58
C -1.02 0.68 -1.45
C -0.71 0.58 4.85
C 2.86 3.18 2.92
C 1.10 -5.52 -0.70
C -3.98 0.89 -4.45
C 1.02 -0.03 -0.77
C 1.37 -4.12 -1.25
C 9.42 -0.30 -1.61
C -4.75 -0.24 -5.13
C -3.95 3.31 1.31
C 2.96 2.26 1.71
C -1.94 4.50 -4.04
C -1.46 -0.16 3.73
C -2.74 -3.81 1.55
C -3.78 3.26 -4.88
C 6.36 -0.82 -3.15
C -2.74 -2.47 0.81
C 0.11 -6.31 -1.55
C 0.98 -0.56 5.91
C -3.27 2.32 2.21
C 4.03 -1.03 -3.24
C 8.70 -0.97 -2.78
C -5.88 3.07 0.11
C -1.16 0.21 6.27
C 3.01 2.50 4.30
C 0.60 -3.94 0.87
C 0.00 -0.19 0.40
H -2.54 -0.13 3.86
H -2.39 5.16 -3.31
H -3.40 2.67 3.24
H -3.19 4.15 -0.50
H -1.94 5.03 -5.00
H 3.56 4.01 2.87
H -3.69 4.33 1.62
H 10.44 -0.18 -1.97
H -1.24 -1.23 3.74
H 3.79 1.75 4.19
H 4.14 -1.90 -3.90
H -4.34 -0.54 -6.09
H -0.02 -1.24 0.69
H 8.99 0.67 -1.36
H -2.88 2.44 -0.33
H 3.16 3.27 5.06
H 8.84 -0.34 -3.66
H -2.23 -3.63 2.49
H 2.36 -4.01 -1.71
H -2.33 -4.58 0.90
H 1.94 0.51 -0.56
H 3.94 2.38 1.26
H 2.01 -6.11 -0.61
H 0.70 -3.88 -2.07
H -4.22 1.10 -3.41
H 9.34 -0.90 -0.70
H 0.23 -7.36 -1.24
H -3.68 1.31 2.15
H -2.06 -1.78 1.30
H -0.95 -6.15 -1.34
H 1.26 -1.06 -1.03
H 0.38 -6.36 -2.60
H -5.80 0.06 -5.22
H -1.20 1.03 6.98
H 9.20 -1.93 -2.92
H 2.74 1.19 1.79
H 3.11 -1.13 -2.67
H -2.08 -0.36 6.17
H -2.40 -2.53 -0.23
H 2.06 2.10 4.65
H -0.72 1.64 4.60
H 4.01 -0.20 -3.93
H -4.89 -1.09 -4.47
H -2.21 2.22 1.97
H 0.20 0.48 1.24
H -1.30 0.34 2.78
H -0.90 4.22 -3.90
H -2.93 0.59 -4.53

Summary:
SMILES string: C[C@H]1COC(=O)O1.C[C@H]1COC(=O)O1.C[C@H]1COC(=O)O1.C[C@H]1COC(=O)O1.CCOC(=O)OC.CCOC(=O)OC.O=C1OCCO1.O=C1OCCO1
Orbital gap, eV: 9.746
Energy, Eh: -2977.7294
Relative energy (zero: lowest compared OMol25 entry of this formula, charge and spin), kcal per mole: 27.07
HOMO energy, eV: -9.9

Mulliken population analysis, charges in e, atoms 1 to 99: number 1, O, carries -0.54; number 2, O, carries -0.62; number 3, O, carries -0.57; number 4, O, carries -0.26; number 5, O, carries -0.29; number 6, O, carries -0.56; number 7, O, carries -0.39; number 8, O, carries -0.37; number 9, O, carries -0.28; number 10, O, carries -0.38; number 11, O, carries -0.54; number 12, O, carries -0.44; number 13, O, carries -0.54; number 14, O, carries -0.35; number 15, O, carries 0.20; number 16, O, carries -0.18; number 17, O, carries -0.07; number 18, O, carries -0.30; number 19, O, carries -0.35; number 20, O, carries -0.55; number 21, O, carries -0.58; number 22, O, carries -0.33; number 23, O, carries -0.33; number 24, O, carries -0.25; number 25, C, carries 0.51; number 26, C, carries 0.47; number 27, C, carries 0.60; number 28, C, carries 0.29; number 29, C, carries 0.61; number 30, C, carries 0.36; number 31, C, carries 0.48; number 32, C, carries 0.38; number 33, C, carries 0.30; number 34, C, carries -0.68; number 35, C, carries -1.11; number 36, C, carries -1.40; number 37, C, carries 0.57; number 38, C, carries -0.42; number 39, C, carries -0.82; number 40, C, carries -0.77; number 41, C, carries -0.08; number 42, C, carries 0.70; number 43, C, carries 0.73; number 44, C, carries 1.41; number 45, C, carries -1.46; number 46, C, carries 0.61; number 47, C, carries -0.86; number 48, C, carries -0.42; number 49, C, carries -0.23; number 50, C, carries 0.49; number 51, C, carries -0.53; number 52, C, carries -1.01; number 53, C, carries 0.42; number 54, C, carries 1.93; number 55, H, carries 0.45; number 56, H, carries 0.28; number 57, H, carries 0.38; number 58, H, carries 0.24; number 59, H, carries 0.38; number 60, H, carries 0.31; number 61, H, carries 0.25; number 62, H, carries 0.35; number 63, H, carries 0.61; number 64, H, carries 0.35; number 65, H, carries 0.32; number 66, H, carries 0.31; number 67, H, carries -1.12; number 68, H, carries 0.32; number 69, H, carries -0.59; number 70, H, carries 0.43; number 71, H, carries 0.33; number 72, H, carries 0.34; number 73, H, carries 0.41; number 74, H, carries 0.18; number 75, H, carries 0.41; number 76, H, carries 0.38; number 77, H, carries 0.29; number 78, H, carries 0.31; number 79, H, carries 0.16; number 80, H, carries 0.30; number 81, H, carries 0.42; number 82, H, carries 0.28; number 83, H, carries -1.11; number 84, H, carries 0.31; number 85, H, carries -0.53; number 86, H, carries 0.39; number 87, H, carries 0.36; number 88, H, carries 0.27; number 89, H, carries 0.27; number 90, H, carries 0.22; number 91, H, carries -0.08; number 92, H, carries 0.36; number 93, H, carries 0.08; number 94, H, carries -0.01; number 95, H, carries 0.30; number 96, H, carries 0.35; number 97, H, carries 0.41; number 98, H, carries -0.03; number 99, H, carries -0.53


The following is a quantum chemistry calculation of C30H48P2SeSm as an isolated structure at a distorted geometry, from OMol25.

Positions of all 82 atoms, in Å:
Sm -0.30 0.12 0.28
Se -1.76 2.54 1.12
P -1.16 0.06 -2.43
P 1.66 1.46 -1.28
C 0.23 -0.46 -8.31
C 0.54 -0.80 2.43
C 3.05 0.70 -2.17
C -2.04 -0.36 -7.07
C -0.80 -1.31 2.21
C 0.62 -2.32 0.68
C -2.15 0.96 -7.00
C -1.83 3.67 5.12
C 1.13 -3.10 -0.50
C -0.02 2.40 -6.95
C 1.02 0.08 -7.16
C -1.79 5.05 2.66
C -1.92 -2.88 0.45
C -1.30 1.99 -7.71
C 0.68 2.26 -2.65
C 1.41 -1.44 1.47
C -0.28 1.34 -3.44
C -1.09 -1.17 -7.92
C -2.91 0.65 -2.34
C -1.91 5.76 3.86
C -1.94 5.08 5.09
C -1.75 3.62 2.67
C 0.95 0.31 3.33
C -2.06 -0.80 2.82
C 2.45 2.81 -0.33
C -1.74 2.96 3.92
C -0.74 -2.23 1.10
C 2.86 -1.18 1.30
C 0.91 1.28 -6.58
C -1.30 -1.45 -3.43
H -1.72 5.57 1.71
H 1.58 -4.05 -0.20
H -1.59 -1.48 -8.85
H 3.10 -0.11 1.43
H 3.47 1.41 -2.89
H -1.06 1.94 -3.93
H 1.97 0.63 3.11
H -3.48 -0.04 -1.70
H 0.02 0.30 -9.07
H 1.83 -0.59 -6.84
H -1.67 1.87 3.93
H -1.82 3.13 6.06
H -0.31 2.93 -6.03
H -2.94 1.65 -1.89
H 0.33 -3.33 -1.21
H 1.41 2.73 -3.32
H 0.92 0.00 4.38
H 3.82 0.41 -1.43
H 3.14 2.36 0.41
H 1.68 3.38 0.21
H -2.12 -1.08 3.88
H 2.71 -0.21 -2.69
H -2.34 -3.71 1.03
H 0.26 0.81 -4.25
H -1.62 -1.24 -4.47
H -2.05 5.63 6.03
H 0.29 1.19 3.24
H -1.04 1.67 -8.73
H -0.33 -1.97 -3.44
H -3.36 0.67 -3.35
H -2.94 -1.21 2.32
H 1.62 1.55 -5.79
H -2.04 -2.11 -2.95
H 0.85 -1.22 -8.81
H 3.21 -1.49 0.31
H -2.12 0.29 2.77
H -2.73 -2.15 0.31
H -0.86 -2.10 -7.38
H -1.92 2.90 -7.82
H 3.02 3.47 -1.01
H -1.65 -3.28 -0.53
H 0.51 3.14 -7.58
H 3.47 -1.72 2.04
H 0.11 3.07 -2.16
H -2.98 1.41 -6.44
H -1.98 6.86 3.85
H 1.91 -2.54 -1.03
H -2.80 -0.98 -6.56

Summary:
Orbital gap (spin up / spin down), eV: 6.584 / 6.913
Multiplicity: 6
Energy, Eh: -4913.8011
HOMO energy (spin up / spin down), eV: -9.7 / -9.8
Charge: +1
Expectation value of S²: 8.77

Okay, here come the Mulliken numbers, in e, for every atom: number 1, Sm, carries 0.02; number 2, Se, carries -0.17; number 3, P, carries 0.68; number 4, P, carries 0.86; number 5, C, carries -1.00; number 6, C, carries 0.51; number 7, C, carries -1.42; number 8, C, carries -0.63; number 9, C, carries 0.63; number 10, C, carries 0.32; number 11, C, carries -0.22; number 12, C, carries -0.83; number 13, C, carries -1.47; number 14, C, carries -0.37; number 15, C, carries -0.11; number 16, C, carries -0.47; number 17, C, carries -1.38; number 18, C, carries -0.98; number 19, C, carries -1.02; number 20, C, carries 0.49; number 21, C, carries -0.09; number 22, C, carries -0.60; number 23, C, carries -1.33; number 24, C, carries -0.52; number 25, C, carries -0.42; number 26, C, carries 0.41; number 27, C, carries -1.09; number 28, C, carries -0.97; number 29, C, carries -1.20; number 30, C, carries 0.07; number 31, C, carries 0.27; number 32, C, carries -1.33; number 33, C, carries -0.67; number 34, C, carries -0.82; number 35, H, carries 0.37; number 36, H, carries 0.32; number 37, H, carries 0.34; number 38, H, carries 0.27; number 39, H, carries 0.45; number 40, H, carries 0.55; number 41, H, carries 0.35; number 42, H, carries 0.38; number 43, H, carries 0.32; number 44, H, carries 0.37; number 45, H, carries 0.18; number 46, H, carries 0.37; number 47, H, carries 0.23; number 48, H, carries 0.41; number 49, H, carries 0.28; number 50, H, carries 0.50; number 51, H, carries 0.33; number 52, H, carries 0.40; number 53, H, carries 0.35; number 54, H, carries 0.30; number 55, H, carries 0.35; number 56, H, carries 0.32; number 57, H, carries 0.31; number 58, H, carries -0.36; number 59, H, carries -0.11; number 60, H, carries 0.36; number 61, H, carries 0.20; number 62, H, carries 0.32; number 63, H, carries 0.32; number 64, H, carries 0.37; number 65, H, carries 0.30; number 66, H, carries 0.51; number 67, H, carries 0.44; number 68, H, carries 0.41; number 69, H, carries 0.29; number 70, H, carries 0.14; number 71, H, carries 0.32; number 72, H, carries 0.30; number 73, H, carries 0.44; number 74, H, carries 0.43; number 75, H, carries 0.29; number 76, H, carries 0.41; number 77, H, carries 0.33; number 78, H, carries 0.39; number 79, H, carries 0.38; number 80, H, carries 0.35; number 81, H, carries 0.29; number 82, H, carries 0.64